Density functional theory data (the ωB97M-V functional and the def2-TZVPD basis) for one molecule with the formula C24H32N2O7 at a distorted geometry.

Properties
- SMILES = COCCN(C(=O)c1ccco1)[C@@H](C(=O)NC1CCCC1)c1cc(OC)c(OC)c(OC)c1
- total energy (a.u.) = -1569.8689
- multiplicity = 1
- orbital gap (eV) = 8.64
- relative energy (zero: lowest compared OMol25 entry of this formula, charge and spin) (kcal/mol) = 32.9
- HOMO (eV) = -8.12

```
65
Properties=species:S:1:pos:R:3:forces:R:3:nbo_charge:R:1
C -3.0262 -4.4418 -1.0548 -0.101 -0.038 0.064 -0.26
H -3.7545 -4.4493 -1.8634 -0.040 -0.075 0.042 0.19
O -1.9732 -3.6057 -1.4866 0.022 0.156 -0.083 -0.54
C -0.8548 -3.5891 -0.6395 0.156 0.090 0.190 -0.07
C -1.0834 -2.8578 0.6986 -0.136 -0.537 -0.253 -0.26
N -1.7034 -1.5654 0.4996 0.330 0.034 0.061 -0.44
C -3.0286 -1.4679 0.7849 0.101 -0.202 0.011 0.66
O -3.6259 -2.3601 1.3737 -0.221 0.260 0.061 -0.63
C -3.7786 -0.2701 0.3729 -1.332 0.023 0.623 0.17
C -4.9583 0.1696 0.9157 0.750 -0.443 -0.226 -0.24
C -5.3319 1.3153 0.1819 0.349 0.161 -0.393 -0.31
C -4.3646 1.4835 -0.7604 -0.627 0.387 0.205 0.10
O -3.4231 0.5333 -0.6575 0.204 -0.264 -0.221 -0.41
H -4.2413 2.2097 -1.5401 0.113 0.037 -0.121 0.20
H -6.1983 1.9258 0.3328 -0.151 0.170 -0.034 0.23
H -5.4714 -0.2792 1.7401 -0.050 -0.162 0.166 0.24
C -0.9556 -0.5029 -0.1418 -0.107 0.244 0.025 -0.12
C 0.5441 -0.6706 -0.0612 0.349 -0.132 0.004 -0.01
C 1.1697 -0.6128 1.1743 0.016 -0.015 -0.001 -0.33
C 2.5554 -0.6586 1.2841 0.047 -0.009 0.013 0.25
C 3.3340 -0.7915 0.1243 0.198 -0.066 -0.214 0.26
C 2.6893 -0.8427 -1.1282 0.307 0.015 0.154 0.28
C 1.3071 -0.7673 -1.2158 -0.075 -0.024 -0.028 -0.33
H 0.8149 -0.8012 -2.1748 -0.043 -0.033 -0.132 0.22
O 3.5253 -0.9644 -2.1953 -0.016 0.045 0.449 -0.48
C 2.9648 -1.0532 -3.4812 -0.117 -0.013 -0.217 -0.25
H 3.8083 -1.1740 -4.1589 -0.090 0.007 0.006 0.20
H 2.4175 -0.1429 -3.7492 0.003 -0.040 0.023 0.17
H 2.2995 -1.9180 -3.5758 0.013 0.042 0.014 0.18
O 4.6941 -0.8383 0.0533 -0.491 0.246 -0.105 -0.50
C 5.4528 -1.2629 1.1634 0.379 -0.105 0.325 -0.24
H 5.0616 -2.1909 1.5873 0.010 0.036 -0.021 0.18
H 6.4545 -1.4382 0.7711 -0.055 -0.025 0.045 0.19
H 5.4945 -0.5008 1.9442 0.021 -0.119 -0.094 0.19
O 3.2046 -0.5567 2.4855 0.090 -0.011 -0.585 -0.51
C 2.4360 -0.4636 3.6620 -0.128 0.038 0.222 -0.25
H 3.1598 -0.4077 4.4738 -0.094 -0.002 -0.015 0.20
H 1.8025 -1.3446 3.8023 0.005 0.036 -0.023 0.18
H 1.8136 0.4362 3.6700 0.005 -0.043 -0.014 0.18
H 0.5553 -0.5014 2.0524 -0.054 0.023 0.155 0.25
H -1.2568 -0.4179 -1.1945 0.152 0.101 0.139 0.22
C -1.1778 0.8437 0.5816 0.110 -0.056 -0.433 0.72
O -1.5770 0.9298 1.7211 0.002 -0.014 0.359 -0.63
N -0.8013 1.8945 -0.1702 0.083 0.311 -0.272 -0.63
H -0.3830 1.7241 -1.0705 -0.027 -0.200 -0.006 0.39
C -0.6368 3.2258 0.3738 -0.101 0.130 0.344 -0.06
H -1.2945 3.2857 1.2435 0.069 0.026 -0.123 0.24
C -0.9408 4.2807 -0.6906 -0.054 -0.032 0.052 -0.41
H -1.2447 5.2048 -0.2003 -0.037 0.021 0.010 0.21
C 0.3786 4.4876 -1.4573 0.035 0.073 -0.120 -0.42
C 1.4767 3.7970 -0.6274 0.083 0.046 0.071 -0.41
H 2.3597 4.4245 -0.5211 0.085 -0.068 -0.047 0.22
C 0.8304 3.4950 0.7249 -0.077 -0.066 0.000 -0.41
H 1.2901 2.6451 1.2271 -0.004 -0.015 0.114 0.22
H 0.8887 4.3636 1.3807 0.012 0.065 0.072 0.21
H 1.7919 2.8659 -1.1015 0.058 -0.026 -0.020 0.20
H 0.3236 4.0603 -2.4584 0.017 0.064 -0.067 0.20
H 0.5886 5.5502 -1.5708 0.001 0.006 -0.092 0.21
H -1.7540 3.9623 -1.3409 -0.102 0.036 0.028 0.21
H -1.7658 -3.4288 1.3315 0.210 0.079 -0.055 0.25
H -0.1238 -2.7543 1.2076 -0.097 -0.066 -0.006 0.21
H -0.0730 -3.0785 -1.2081 -0.004 -0.119 0.087 0.19
H -0.5182 -4.6142 -0.4192 0.025 0.076 -0.025 0.17
H -3.5024 -4.0662 -0.1445 0.031 -0.049 -0.055 0.20
H -2.6647 -5.4624 -0.8802 -0.008 -0.017 -0.029 0.16
```
Positions in Å, forces in eV/Å.